This record from the Open Molecules 2025 dataset describes 14 unconnected molecules or ions with the total composition C56H154N14O14 at a distorted geometry. The level of theory is ωB97M-V with the def2-TZVPD basis set.

Each atom is followed by the atoms it is bonded to, with distances in Å.
Atoms and positions in Å:
1 O -18.5521 9.3322 -21.7528  C46 1.390, C53 1.420
2 O -19.2231 13.7394 -16.8007  C39 1.401, C80 1.410
3 O -19.4616 3.6892 -21.1465  C30 1.418, C36 1.399
4 O -23.2878 8.8587 -21.5448  C37 1.409, C77 1.407
5 O -17.6953 15.8062 -25.9790  C56 1.437, C76 1.390
6 O -22.3037 15.1308 -20.6862  C29 1.416, C63 1.403
7 O -18.6695 5.5363 -29.0238  C33 1.412, C38 1.408
8 O -16.3603 7.3377 -16.6937  C50 1.415, C60 1.405
9 O -21.3550 12.5627 -29.9279  C51 1.403, C70 1.414
10 O -13.1145 6.4935 -19.1852  C67 1.422, C69 1.404
11 O -16.7216 10.4509 -26.4959  C61 1.429, C79 1.409
12 O -15.2228 11.6577 -19.6153  C32 1.400, C66 1.430
13 O -13.9283 8.3719 -22.3116  C34 1.413, C75 1.402
14 O -25.3209 12.9421 -24.0212  C42 1.421, C52 1.416
15 N -19.9130 14.5438 -25.2179  C54 1.476, H101 1.012, H113 1.016
16 N -20.1454 1.9243 -19.0108  C57 1.448, H115 1.019, H156 1.016
17 N -18.1051 11.5086 -19.4922  C49 1.467, H112 1.005, H178 1.014
18 N -21.2788 7.4167 -27.2197  C68 1.482, H188 1.022, H223 1.018
19 N -23.9398 16.6311 -18.7784  C62 1.475, H166 1.024, H167 1.019
20 N -16.0118 6.7334 -13.8082  C58 1.451, H213 1.006, H218 1.009
21 N -11.2085 7.4411 -24.6055  C31 1.465, H123 1.015, H126 1.013
22 N -14.0341 11.3938 -27.0766  C45 1.506, H181 1.013, H214 1.015
23 N -22.8070 11.9850 -25.4967  C81 1.456, H110 1.011, H232 1.011
24 N -25.5676 9.2430 -18.6816  C71 1.495, H127 1.019, H200 1.018
25 N -14.5252 14.7498 -21.4948  C35 1.473, H144 1.014, H193 1.017
26 N -19.6277 11.0266 -24.8896  C73 1.462, H86 1.021, H116 1.017
27 N -21.1257 10.5573 -27.7700  C72 1.486, H227 1.012, H236 1.017
28 N -15.1401 4.8661 -18.2742  C44 1.480, H109 1.018, H179 1.019
29 C -22.6175 14.0518 -21.5478  O6 1.416, H96 1.092, H104 1.095, H154 1.092
30 C -19.3528 4.4662 -22.3274  O3 1.418, H108 1.097, H163 1.088, H204 1.091
31 C -11.9621 7.4577 -23.3495  N21 1.465, C65 1.517, C75 1.543, H212 1.089
32 C -14.4331 10.7928 -18.8476  O12 1.400, H102 1.090, H173 1.096, H228 1.103
33 C -19.9130 5.7528 -28.3912  O7 1.412, C68 1.507, H148 1.101, H150 1.103
34 C -15.1217 9.1287 -22.3070  O13 1.413, H93 1.093, H175 1.090, H199 1.094
35 C -15.3217 13.6179 -20.9904  N25 1.473, C64 1.546, C66 1.521, H209 1.090
36 C -19.2278 2.3246 -21.3487  O3 1.399, C57 1.543, H132 1.102, H157 1.105
37 C -22.6385 7.7240 -22.0710  O4 1.409, H146 1.091, H147 1.098, H187 1.097
38 C -18.5786 4.2396 -29.5651  O7 1.408, H118 1.100, H195 1.087, H220 1.094
39 C -18.6781 14.1581 -15.5793  O2 1.401, H169 1.099, H189 1.085, H202 1.100
40 C -19.1876 0.0464 -20.3078  C57 1.524, H87 1.093, H174 1.092, H210 1.088
41 C -22.4701 15.7840 -17.0095  C62 1.519, H203 1.089, H207 1.096, H234 1.092
42 C -24.6107 11.7269 -23.8233  O14 1.421, C81 1.526, H103 1.096, H130 1.093
43 C -14.8610 8.8314 -13.5520  C58 1.505, H114 1.095, H160 1.094, H176 1.090
44 C -14.6626 4.6586 -19.6602  N28 1.480, C55 1.522, C67 1.537, H106 1.094
45 C -15.0739 11.2539 -28.1566  N22 1.506, C61 1.530, C83 1.504, H182 1.092
46 C -18.4405 8.0116 -21.3336  O1 1.390, H140 1.092, H159 1.100, H183 1.097
47 C -23.7077 9.7310 -25.0866  C81 1.540, H170 1.092, H184 1.090, H221 1.088
48 C -23.9560 10.9933 -19.4616  C71 1.527, H177 1.089, H190 1.092, H238 1.099
49 C -19.0244 12.4375 -18.8262  N17 1.467, C78 1.519, C80 1.512, H91 1.099
50 C -15.4123 7.9638 -15.8495  O8 1.415, C58 1.535, H111 1.097, H135 1.095
51 C -22.2376 13.6260 -30.1692  O9 1.403, H99 1.090, H149 1.098, H158 1.098
52 C -26.7066 12.7484 -24.2413  O14 1.416, H90 1.094, H128 1.093, H152 1.090
53 C -19.2471 9.4755 -22.9823  O1 1.420, C73 1.506, H122 1.101, H136 1.104
54 C -19.8471 15.9796 -24.8833  N15 1.476, C56 1.523, C84 1.543, H92 1.089
55 C -15.8639 4.3307 -20.5361  C44 1.522, H164 1.090, H186 1.096, H224 1.091
56 C -18.8538 16.6425 -25.8286  O5 1.437, C54 1.523, H134 1.095, H145 1.092
57 C -19.1790 1.5431 -20.0195  N16 1.448, C36 1.543, C40 1.524, H168 1.094
58 C -15.8496 8.0568 -14.3815  N20 1.451, C43 1.505, C50 1.535, H219 1.096
59 C -18.9946 7.1680 -26.4499  C68 1.535, H131 1.094, H151 1.093, H165 1.088
60 C -17.5343 8.0920 -16.8539  O8 1.405, H85 1.099, H138 1.097, H172 1.091
61 C -16.0049 10.1320 -27.6908  O11 1.429, C45 1.530, H185 1.093, H233 1.093
62 C -22.5902 16.1124 -18.4876  N19 1.475, C41 1.519, C63 1.534, H121 1.096
63 C -22.3986 14.8370 -19.3180  O6 1.403, C62 1.534, H88 1.101, H225 1.097
64 C -16.2329 13.0411 -22.0986  C35 1.546, H117 1.090, H180 1.094, H216 1.095
65 C -11.0783 8.0995 -22.2962  C31 1.517, H143 1.095, H162 1.091, H205 1.095
66 C -14.4356 12.5006 -20.4602  O12 1.430, C35 1.521, H133 1.095, H231 1.096
67 C -13.9440 5.9124 -20.1826  O10 1.422, C44 1.537, H194 1.095, H208 1.097
68 C -19.9104 7.0807 -27.6782  N18 1.482, C33 1.507, C59 1.535, H161 1.096
69 C -11.8606 5.8693 -19.0873  O10 1.404, H105 1.097, H155 1.098, H171 1.088
70 C -20.5632 12.7632 -28.7736  O9 1.414, C72 1.530, H153 1.095, H235 1.101
71 C -24.6807 9.6923 -19.7975  N24 1.495, C48 1.527, C77 1.512, H211 1.096
72 C -20.0379 11.3934 -28.3397  N27 1.486, C70 1.530, C74 1.528, H192 1.094
73 C -19.4261 10.8961 -23.4476  N26 1.462, C53 1.506, C82 1.530, H226 1.100
74 C -19.4083 10.6182 -29.4966  C72 1.528, H107 1.092, H129 1.089, H201 1.092
75 C -13.2666 8.2583 -23.5429  O13 1.402, C31 1.543, H137 1.103, H206 1.095
76 C -16.7459 16.3431 -26.8402  O5 1.390, H89 1.092, H125 1.102, H141 1.096
77 C -23.7793 8.5696 -20.2590  O4 1.407, C71 1.512, H98 1.100, H120 1.096
78 C -20.3593 11.7492 -18.6023  C49 1.519, H94 1.099, H196 1.094, H237 1.091
79 C -16.1080 9.9485 -25.3313  O11 1.409, H119 1.096, H139 1.094, H230 1.092
80 C -18.3983 12.8432 -17.5111  O2 1.410, C49 1.512, H198 1.103, H222 1.096
81 C -24.0060 11.2409 -25.1375  N23 1.456, C42 1.526, C47 1.540, H191 1.096
82 C -20.5111 11.5955 -22.6263  C73 1.530, H124 1.099, H142 1.091, H229 1.088
83 C -14.4006 10.8861 -29.4502  C45 1.504, H95 1.088, H215 1.097, H217 1.094
84 C -19.3677 16.1080 -23.4227  C54 1.543, H97 1.097, H100 1.091, H197 1.093
85 H -17.3841 9.1802 -16.8130  C60 1.099
86 H -20.1694 10.2088 -25.1715  N26 1.021
87 H -19.0056 -0.1639 -21.3653  C40 1.093
88 H -23.2599 14.2073 -19.0467  C63 1.101
89 H -15.8814 15.6762 -26.8210  C76 1.092
90 H -26.8754 12.0326 -25.0512  C52 1.094
91 H -19.1083 13.2967 -19.5060  C49 1.099
92 H -20.8420 16.4167 -24.9523  C54 1.089
93 H -15.4312 9.1468 -21.2589  C34 1.093
94 H -20.9124 11.6003 -19.5400  C78 1.099
95 H -13.9849 9.8861 -29.5559  C83 1.088
96 H -22.1486 14.2728 -22.5087  C29 1.092
97 H -19.4255 17.1402 -23.0573  C84 1.097
98 H -22.9911 8.4386 -19.5033  C77 1.100
99 H -22.9024 13.4549 -31.0159  C51 1.090
100 H -18.3369 15.7928 -23.2534  C84 1.091
101 H -19.9177 13.9861 -24.3729  N15 1.012
102 H -15.0534 10.0995 -18.2796  C32 1.090
103 H -25.1926 10.9258 -23.3522  C42 1.096
104 H -23.7056 14.0737 -21.6654  C29 1.095
105 H -11.9652 4.8017 -18.8598  C69 1.097
106 H -13.9428 3.8413 -19.5609  C44 1.094
107 H -20.1667 10.1554 -30.1308  C74 1.092
108 H -19.7424 3.9199 -23.1954  C30 1.097
109 H -14.4809 5.5374 -17.8847  N28 1.018
110 H -23.0131 12.9568 -25.6820  N23 1.011
111 H -15.0551 8.9270 -16.2335  C50 1.097
112 H -18.4313 11.2561 -20.4082  N17 1.005
113 H -19.0340 14.2662 -25.6459  N15 1.016
114 H -15.2488 8.9954 -12.5412  C43 1.095
115 H -21.0720 1.6298 -19.3159  N16 1.019
116 H -18.7391 10.9225 -25.3727  N26 1.017
117 H -15.7172 12.6675 -22.9829  C64 1.090
118 H -19.1686 4.2484 -30.4930  C38 1.100
119 H -15.7494 8.9130 -25.3574  C79 1.096
120 H -24.3894 7.6591 -20.2518  C77 1.096
121 H -21.7824 16.7628 -18.8437  C62 1.096
122 H -20.2001 8.9252 -22.9987  C53 1.101
123 H -11.7587 7.0775 -25.3770  N21 1.015
124 H -21.4387 11.0080 -22.6751  C82 1.099
125 H -17.0538 16.3208 -27.8984  C76 1.102
126 H -10.9328 8.3828 -24.8572  N21 1.013
127 H -25.0330 9.1970 -17.8158  N24 1.019
128 H -27.2126 12.4543 -23.3185  C52 1.093
129 H -18.7705 9.8327 -29.0947  C74 1.089
130 H -23.7872 11.9777 -23.1496  C42 1.093
131 H -18.7914 8.2319 -26.2961  C59 1.094
132 H -19.9098 1.9116 -22.1098  C36 1.102
133 H -14.0394 11.8862 -21.2760  C66 1.095
134 H -19.3586 16.7630 -26.7931  C56 1.095
135 H -14.5663 7.2688 -15.8621  C50 1.095
136 H -18.6406 8.8903 -23.6958  C53 1.104
137 H -13.8168 7.6229 -24.2567  C75 1.103
138 H -18.2879 7.8856 -16.0844  C60 1.097
139 H -16.8747 9.9176 -24.5512  C79 1.094
140 H -19.3388 7.3996 -21.2288  C46 1.092
141 H -16.4109 17.3717 -26.6657  C76 1.096
142 H -20.7310 12.5528 -23.1018  C82 1.091
143 H -10.7495 9.1321 -22.4555  C65 1.095
144 H -14.0048 14.5234 -22.3345  N25 1.014
145 H -18.4099 17.5644 -25.4462  C56 1.092
146 H -22.3928 7.8167 -23.1298  C37 1.091
147 H -21.6972 7.3843 -21.6205  C37 1.098
148 H -20.7318 5.6067 -29.1123  C33 1.101
149 H -22.8726 13.7793 -29.2866  C51 1.098
150 H -20.0786 4.9564 -27.6460  C33 1.103
151 H -18.0404 6.7088 -26.7189  C59 1.093
152 H -27.0899 13.7182 -24.5581  C52 1.090
153 H -21.1210 13.2561 -27.9705  C70 1.095
154 H -22.2425 13.0666 -21.2631  C29 1.092
155 H -11.2781 5.9228 -20.0165  C69 1.098
156 H -20.2486 2.9346 -18.9673  N16 1.016
157 H -18.2290 2.1544 -21.7899  C36 1.105
158 H -21.7152 14.5651 -30.3955  C51 1.098
159 H -17.6429 7.4518 -21.8443  C46 1.100
160 H -14.7360 9.8656 -13.8870  C43 1.094
161 H -19.5722 7.8952 -28.3296  C68 1.096
162 H -10.1746 7.5115 -22.1327  C65 1.091
163 H -20.0364 5.3058 -22.2162  C30 1.088
164 H -16.4172 5.2397 -20.7717  C55 1.090
165 H -19.4627 6.7668 -25.5533  C59 1.088
166 H -24.1408 16.3415 -19.7396  N19 1.024
167 H -23.9242 17.6360 -18.9492  N19 1.019
168 H -18.1769 1.8154 -19.6746  C57 1.094
169 H -17.5986 14.3359 -15.6860  C39 1.099
170 H -23.1230 9.5866 -24.1758  C47 1.092
171 H -11.2275 6.3145 -18.3221  C69 1.088
172 H -18.0060 7.9292 -17.8246  C60 1.091
173 H -13.7281 11.3467 -18.2178  C32 1.096
174 H -18.3428 -0.4377 -19.8125  C40 1.092
175 H -14.9984 10.1570 -22.6457  C34 1.090
176 H -13.8848 8.3622 -13.4292  C43 1.090
177 H -24.6555 11.8164 -19.3197  C48 1.089
178 H -17.1165 11.6491 -19.3171  N17 1.014
179 H -16.0051 5.4039 -18.2945  N28 1.019
180 H -17.0031 13.7835 -22.3292  C64 1.094
181 H -14.3101 12.1093 -26.4151  N22 1.013
182 H -15.6023 12.2091 -28.1941  C45 1.092
183 H -18.0112 8.0161 -20.3244  C46 1.097
184 H -24.6420 9.1707 -25.0648  C47 1.090
185 H -15.4415 9.1989 -27.6108  C61 1.093
186 H -15.5877 3.8795 -21.4958  C55 1.096
187 H -23.3480 6.8914 -21.9898  C37 1.097
188 H -21.2009 8.4084 -26.9869  N18 1.022
189 H -19.2268 15.0320 -15.2445  C39 1.085
190 H -23.1612 11.1626 -20.1909  C48 1.092
191 H -24.7394 11.3525 -25.9443  C81 1.096
192 H -19.3084 11.6055 -27.5525  C72 1.094
193 H -15.2570 15.3959 -21.7815  N25 1.017
194 H -13.4250 5.8443 -21.1447  C67 1.095
195 H -17.5564 3.9783 -29.8285  C38 1.087
196 H -21.0504 12.3480 -18.0024  C78 1.094
197 H -20.0104 15.5261 -22.7568  C84 1.093
198 H -17.4658 13.3766 -17.7606  C80 1.103
199 H -15.9129 8.5456 -22.7870  C34 1.094
200 H -26.1577 10.0633 -18.5598  N24 1.018
201 H -18.8334 11.2281 -30.1970  C74 1.092
202 H -18.7130 13.3764 -14.8055  C39 1.100
203 H -23.1921 15.0769 -16.6045  C41 1.089
204 H -18.2955 4.7003 -22.4615  C30 1.091
205 H -11.6453 8.2007 -21.3648  C65 1.095
206 H -13.0484 9.2149 -24.0290  C75 1.095
207 H -21.4802 15.3731 -16.7790  C41 1.096
208 H -14.7017 6.6709 -20.4138  C67 1.097
209 H -15.9795 13.9869 -20.2031  C35 1.090
210 H -20.0821 -0.4871 -19.9917  C40 1.088
211 H -25.4096 9.9539 -20.5735  C71 1.096
212 H -12.2021 6.4370 -23.0541  C31 1.089
213 H -15.2182 6.3298 -13.3405  N20 1.006
214 H -13.2162 11.7361 -27.5704  N22 1.015
215 H -13.5832 11.5832 -29.6711  C83 1.097
216 H -16.8113 12.2055 -21.6918  C64 1.095
217 H -15.0950 11.0771 -30.2743  C83 1.094
218 H -16.4585 6.0639 -14.4162  N20 1.009
219 H -16.8249 8.5550 -14.4234  C58 1.096
220 H -18.9765 3.4379 -28.9351  C38 1.094
221 H -23.1878 9.4547 -26.0020  C47 1.088
222 H -18.1486 11.9748 -16.8901  C80 1.096
223 H -21.9568 7.4325 -27.9787  N18 1.018
224 H -16.4320 3.5444 -20.0379  C55 1.091
225 H -21.4703 14.3449 -19.0034  C63 1.097
226 H -18.5707 11.5314 -23.1762  C73 1.100
227 H -21.5545 10.0832 -28.5541  N27 1.012
228 H -13.8096 10.1024 -19.4397  C32 1.103
229 H -20.2574 11.7761 -21.5842  C82 1.088
230 H -15.2837 10.5755 -24.9855  C79 1.092
231 H -13.6491 12.9245 -19.8253  C66 1.096
232 H -22.0833 11.8855 -24.7973  N23 1.011
233 H -16.8017 9.9124 -28.4064  C61 1.093
234 H -22.5314 16.7060 -16.4271  C41 1.092
235 H -19.6748 13.3880 -28.9536  C70 1.101
236 H -21.7492 11.2213 -27.3174  N27 1.017
237 H -20.3024 10.7414 -18.1887  C78 1.091
238 H -23.4621 10.8931 -18.4852  C48 1.099

Output
Molecular weight (g/mol): 1247.93
HOMO (eV): -8.424
F_max (eV Å⁻¹): 2.25
LUMO level (eV): 0.3
Total charge: 0